Computed, not measured: C14H42K5O11P as an isolated structure in a non-equilibrium geometry, with wB97M-V/def2-TZVPD.

```
! wB97M-V def2-TZVPD RIJCOSX def2/J DEFGRID3
* xyz 1 2
K -4.16655 1.07545 1.33067
K -0.66802 3.63953 0.66415
K -1.74372 -0.95169 3.12455
K -2.94922 -1.99168 0.01593
K -0.36851 -0.15276 -2.64808
P -0.92499 0.59159 0.47174
O -2.14732 0.46923 -0.42671
O -0.48275 -0.88395 0.63937
O -1.37884 1.25420 1.79412
O 0.17800 1.40559 -0.30144
C -3.68567 0.77401 -4.80121
C -3.95627 1.40014 -3.43325
O -2.72540 1.60958 -2.76748
H -2.83462 1.20681 -5.32704
H -4.53377 0.90424 -5.47343
H -3.58307 -0.30801 -4.71863
H -4.62906 0.79366 -2.82693
H -4.38668 2.37955 -3.64206
H -2.63472 1.22004 -1.89477
C 1.89355 -4.33267 1.62188
C 0.47418 -3.83578 1.83665
O 0.47975 -2.49904 2.29157
H 2.57837 -4.26689 2.46734
H 2.40213 -3.78053 0.83159
H 1.83942 -5.31598 1.15466
H 0.08183 -4.53906 2.57119
H -0.02968 -3.96294 0.87850
H 0.32229 -1.91032 1.54980
C -0.00371 -5.22228 -2.51712
C 0.73345 -3.92420 -2.43257
O -0.06847 -2.88399 -1.82878
H -0.56453 -5.39934 -1.59939
H 0.52359 -6.16453 -2.66622
H -0.69646 -5.15784 -3.35620
H 1.08422 -3.56014 -3.39824
H 1.60993 -4.08380 -1.80456
H 0.37189 -2.45380 -1.09215
C 4.06836 -1.44179 -1.49861
C 3.20299 -0.66069 -0.50658
O 1.86784 -0.95720 -0.70096
H 3.88715 -1.09515 -2.51602
H 3.94342 -2.52342 -1.44828
H 5.13301 -1.24438 -1.37349
H 3.29013 0.42324 -0.58140
H 3.43426 -0.94985 0.51860
H 1.32745 -0.47449 -0.07122
C 2.20583 1.35510 4.33169
C 1.87771 0.66134 2.96881
O 1.79400 1.71109 2.06131
H 2.11475 0.69483 5.19416
H 1.62650 2.26493 4.48882
H 3.22263 1.74134 4.26078
H 0.92123 0.16820 3.14227
H 2.51645 -0.14521 2.60884
H 1.17349 1.39864 1.39878
C -0.08913 3.43870 -3.20876
C 1.38401 3.44543 -2.86653
O 1.80762 2.16381 -2.39727
H -0.32441 2.53974 -3.77850
H -0.41977 4.27964 -3.81834
H -0.67640 3.41173 -2.29089
H 1.58028 4.27821 -2.19121
H 1.96805 3.67115 -3.75874
H 1.45179 1.91584 -1.54083
C -2.28570 4.14817 4.41086
C -2.43409 2.66165 4.60173
O -1.30727 1.98008 4.23012
H -3.28250 4.58687 4.45612
H -1.77330 4.32979 3.46609
H -1.64513 4.52707 5.20723
H -3.19138 2.20330 3.96571
H -2.53887 2.47344 5.67023
H -1.24161 1.87645 3.27799
*
```

For the HOMO energy (alpha / beta), the calculation gives -0.2449 / -0.4367 Eh. The LUMO energy (alpha / beta) comes out at -2.74 / -2.97 eV. The calculation puts the molar mass at 612.94 g mol⁻¹. For the HOMO-LUMO gap (alpha / beta), the calculation gives 3.92 / 8.92 eV. As for the expectation value of S²: 0.7503.